Molecular formula: C14H44CrHg2O13S
Method: DFT, ωB97M-V/def2-TZVPD

Output
Electronic energy, eV: -89434.931
ΔE to the lowest compared entry with this formula, charge and spin, eV: 2.201
HOMO energy (alpha / beta), eV: -13.8584 / -13.8601
Frontier orbital gap (alpha / beta), eV: 3.968 / 4.243

ORCA input file:
```
! wB97M-V def2-TZVPD RIJCOSX def2/J DEFGRID3
* xyz 2 5
Hg 0.506 -1.835 -2.840
Hg 0.848 -4.029 -0.077
Cr -2.474 -2.619 -0.207
S 0.173 -0.758 0.261
O 0.386 0.389 1.114
O 0.922 -1.985 0.654
O -1.227 -1.147 0.437
O 0.392 -0.490 -1.159
O -1.318 -4.160 0.906
H -1.367 -3.756 1.794
O -0.953 -3.143 -1.529
H -0.782 -3.843 -2.189
C -5.772 -1.141 -1.900
C -4.422 -1.186 -2.641
O -3.361 -1.119 -1.729
H -5.845 -1.823 -1.053
H -6.495 -1.555 -2.603
H -6.010 -0.172 -1.461
H -4.398 -0.308 -3.285
H -4.462 -1.991 -3.375
H -3.099 -0.207 -1.580
C -1.417 2.273 3.091
C -1.367 0.863 3.678
O -1.964 -0.039 2.796
H -1.015 3.004 3.792
H -2.361 2.643 2.691
H -0.714 2.299 2.258
H -1.900 0.849 4.629
H -0.356 0.501 3.863
H -1.348 0.095 2.072
C 2.310 4.272 -0.272
C 1.439 3.307 0.478
O 0.731 2.481 -0.332
H 2.982 4.874 0.340
H 1.655 4.821 -0.948
H 3.041 3.739 -0.880
H 0.632 3.842 0.979
H 1.914 2.707 1.255
H 0.371 1.743 0.165
C 5.106 0.326 -1.015
C 3.669 0.395 -0.674
O 3.000 1.209 -1.602
H 5.310 -0.194 -1.951
H 5.621 -0.336 -0.319
H 5.476 1.349 -0.943
H 3.392 0.691 0.338
H 3.246 -0.608 -0.737
H 2.178 1.447 -1.169
C 2.092 -0.352 -6.067
C 2.989 -0.102 -4.925
O 2.249 -0.491 -3.824
H 1.689 -1.354 -6.216
H 2.713 -0.037 -6.905
H 1.252 0.341 -6.106
H 3.294 0.929 -4.746
H 3.859 -0.748 -5.044
H 2.556 -0.008 -3.054
C -5.341 -0.155 2.184
C -4.950 -1.568 2.074
O -3.688 -1.635 1.467
H -6.337 0.044 2.580
H -5.419 0.420 1.261
H -4.670 0.345 2.882
H -5.631 -2.156 1.458
H -4.886 -1.984 3.080
H -3.087 -1.073 1.962
C 4.391 -0.200 3.383
C 2.961 -0.481 3.126
O 2.094 0.660 3.239
H 4.433 0.153 4.413
H 4.811 0.587 2.757
H 4.967 -1.111 3.220
H 2.747 -1.322 3.785
H 2.758 -0.930 2.154
H 1.284 0.549 2.736
*
```

These are the Mulliken partial charges, in e, on atoms 1 to 8: number 1, Hg, carries 1.463; number 2, Hg, carries 1.071; number 3, Cr, carries 0.124; number 4, S, carries 2.111; number 5, O, carries -0.107; number 6, O, carries -0.996; number 7, O, carries 0.132; number 8, O, carries -0.969

Molecular formula: C7H9NO2S3
Method: DFT, ωB97M-V/def2-TZVPD

Output
Electronic energy, eV: -45492.342
ΔE to the lowest compared entry with this formula, charge and spin, eV: 1.768
HOMO energy, eV: -8.3634
Frontier orbital gap, eV: 8.084

ORCA input file:
```
! wB97M-V def2-TZVPD RIJCOSX def2/J DEFGRID3
* xyz 0 1
C 1.147 -0.095 0.607
C 2.003 0.470 -0.487
C 4.740 0.766 -0.330
C 4.896 -0.501 0.053
C 2.179 -0.958 -0.055
C -4.093 0.529 0.009
C -4.183 -0.958 0.040
H 1.362 0.236 1.619
H 0.101 -0.290 0.390
H 1.543 0.606 -1.462
H 5.560 1.309 -0.794
H 5.845 -1.010 -0.095
H 1.828 -1.703 -0.764
H -5.690 2.912 0.731
H -3.201 1.021 -0.383
H -3.153 -2.969 -0.429
N -5.090 1.188 0.455
O -4.877 2.533 0.369
O -5.123 -1.585 0.451
S 3.259 1.696 -0.131
S 3.650 -1.473 0.826
S -2.703 -1.725 -0.620
*
```

These are the Mulliken partial charges, in e, on atoms 1 to 8: number 1, C, carries -0.298; number 2, C, carries -0.225; number 3, C, carries -0.325; number 4, C, carries -0.321; number 5, C, carries -0.222; number 6, C, carries -0.248; number 7, C, carries 0.675; number 8, H, carries 0.294

Molecular formula: C4H7NO3
Method: DFT, ωB97M-V/def2-TZVPD

Output
Electronic energy, eV: -11885.226
ΔE to the lowest compared entry with this formula, charge and spin, eV: 10.051
HOMO energy, eV: -9.8559
Frontier orbital gap, eV: 6.271

ORCA input file:
```
! wB97M-V def2-TZVPD RIJCOSX def2/J DEFGRID3
* xyz 0 1
O 0.149 1.960 -0.432
C 1.415 1.008 -0.026
N 1.400 -0.361 -0.425
C 0.209 -0.622 -0.159
C -0.860 -0.631 -1.317
O -1.901 0.079 -0.990
C -0.445 -0.782 1.245
O 0.338 -1.090 2.195
H 2.120 1.633 -0.559
H 1.482 1.122 1.066
H -0.978 0.203 1.370
H -0.307 -0.265 -2.189
H -1.153 -1.687 -1.488
H -0.755 1.658 -0.663
H -1.250 -1.532 1.104
*
```

These are the Mulliken partial charges, in e, on atoms 1 to 8: number 1, O, carries -0.557; number 2, C, carries -0.243; number 3, N, carries -0.311; number 4, C, carries 0.584; number 5, C, carries -0.487; number 6, O, carries -0.589; number 7, C, carries -0.194; number 8, O, carries -0.538

Molecular formula: C5H12
Method: DFT, ωB97M-V/def2-TZVPD

Output
Electronic energy, eV: -5378.144
ΔE to the lowest compared entry with this formula, charge and spin, eV: 1.796
HOMO energy, eV: -10.0287
Frontier orbital gap, eV: 11.165

ORCA input file:
```
! wB97M-V def2-TZVPD RIJCOSX def2/J DEFGRID3
* xyz 0 1
C 2.212 -0.183 -0.167
C 3.362 0.479 -0.218
H 1.415 0.024 -0.866
H 1.932 -0.687 0.751
H 3.516 1.254 -0.963
H 4.220 0.207 0.379
C -1.114 -1.117 0.716
C -1.531 0.327 0.605
C -1.978 0.686 -0.800
H -0.271 -1.394 0.042
H -0.783 -1.556 1.656
H -1.730 -1.866 0.200
H -2.319 0.499 1.343
H -0.724 0.999 0.912
H -1.996 1.765 -0.967
H -2.941 0.259 -1.082
H -1.271 0.303 -1.544
*
```

These are the Mulliken partial charges, in e, on atoms 1 to 8: number 1, C, carries -0.345; number 2, C, carries -0.460; number 3, H, carries 0.114; number 4, H, carries 0.193; number 5, H, carries 0.233; number 6, H, carries 0.250; number 7, C, carries -1.178; number 8, C, carries -0.054

Molecular formula: C10H20HfN6O2Se
Method: DFT, ωB97M-V/def2-TZVPD

Output
Electronic energy, eV: -90370.782
ΔE to the lowest compared entry with this formula, charge and spin, eV: 0.548
HOMO energy, eV: -14.8778
Frontier orbital gap, eV: 7.880

ORCA input file:
```
! wB97M-V def2-TZVPD RIJCOSX def2/J DEFGRID3
* xyz 2 1
Hf -0.194 -0.205 0.077
N -1.881 -1.905 0.376
C -2.447 -2.399 -0.901
C -2.567 -1.214 -1.857
N -1.244 -0.567 -2.031
C -0.358 -1.194 -3.037
C 1.061 -1.352 -2.475
N 1.433 -0.178 -1.639
H -1.638 -2.710 0.960
H -2.637 -1.427 0.888
H -3.433 -2.854 -0.761
H -1.788 -3.168 -1.316
H -3.249 -0.470 -1.426
H -2.985 -1.539 -2.816
H -1.441 0.380 -2.369
H -0.331 -0.585 -3.946
H -0.726 -2.185 -3.310
H 1.760 -1.483 -3.307
H 1.105 -2.245 -1.843
H 1.414 0.652 -2.250
H 2.421 -0.284 -1.380
N 1.294 -2.068 0.822
N 1.889 -0.873 1.414
C 0.988 -0.209 2.380
O 1.449 0.333 3.328
O -0.239 -0.277 1.980
H 1.055 -2.740 1.568
H 2.021 -2.543 0.278
H 2.784 -1.040 1.890
Se -1.294 2.001 -0.120
C -0.101 2.838 1.172
C 1.235 2.458 1.197
C 2.050 3.077 2.144
N 1.609 3.986 2.984
C 0.349 4.358 2.935
C -0.565 3.812 2.036
H 1.641 1.736 0.465
H 3.099 2.827 2.227
H 0.049 5.115 3.644
H -1.592 4.139 2.017
*
```

These are the Mulliken partial charges, in e, on atoms 1 to 8: number 1, Hf, carries 1.512; number 2, N, carries -0.639; number 3, C, carries -0.604; number 4, C, carries -0.740; number 5, N, carries -0.469; number 6, C, carries -0.674; number 7, C, carries -0.602; number 8, N, carries -0.508

Molecular formula: C6H9N
Method: DFT, ωB97M-V/def2-TZVPD

Output
Electronic energy, eV: -7857.481
ΔE to the lowest compared entry with this formula, charge and spin, eV: 0.678
HOMO energy, eV: -7.8949
Frontier orbital gap, eV: 8.929

ORCA input file:
```
! wB97M-V def2-TZVPD RIJCOSX def2/J DEFGRID3
* xyz 0 1
C -1.658 -1.856 -0.812
C -0.650 -0.942 -0.180
C 0.677 -1.267 -0.010
N 1.402 -0.103 0.037
C 0.549 0.942 0.253
C -0.719 0.480 -0.010
C 0.952 2.271 0.775
H -2.521 -1.979 -0.150
H -2.120 -1.493 -1.731
H -1.142 -2.800 -0.988
H 1.077 -2.235 -0.279
H 2.394 -0.084 0.199
H -1.554 1.096 0.299
H 0.491 3.084 0.220
H 0.816 2.426 1.841
H 2.008 2.460 0.536
*
```

These are the Mulliken partial charges, in e, on atoms 1 to 8: number 1, C, carries -1.174; number 2, C, carries 0.749; number 3, C, carries -0.694; number 4, N, carries -0.064; number 5, C, carries 0.456; number 6, C, carries -0.742; number 7, C, carries -1.200; number 8, H, carries 0.265

Molecular formula: H16NaO8
Method: DFT, ωB97M-V/def2-TZVPD

Output
Electronic energy, eV: -21052.598
ΔE to the lowest compared entry with this formula, charge and spin, eV: 0.840
HOMO energy, eV: -14.9061
Frontier orbital gap, eV: 11.766

ORCA input file:
```
! wB97M-V def2-TZVPD RIJCOSX def2/J DEFGRID3
* xyz 1 1
Na -13.716 -5.424 -4.913
O -13.688 -6.108 -7.247
H -13.390 -7.012 -7.392
H -12.941 -5.566 -7.314
O -12.749 -7.424 -4.863
H -12.104 -7.769 -5.485
H -12.131 -7.259 -4.163
O -13.355 -3.236 -6.327
H -12.487 -2.947 -6.554
H -13.897 -2.738 -6.887
O -11.697 -4.507 -3.811
H -11.488 -5.357 -3.356
H -10.814 -4.056 -3.892
O -16.064 -6.162 -5.221
H -16.287 -7.015 -5.519
H -16.167 -5.729 -6.069
O -14.700 -3.598 -3.995
H -14.971 -3.259 -3.102
H -13.928 -3.013 -4.054
O -11.653 -6.707 -2.464
H -11.407 -6.216 -1.672
H -12.612 -6.613 -2.416
O -14.362 -6.134 -2.606
H -14.171 -6.143 -1.664
H -14.887 -5.362 -2.603
*
```

These are the Mulliken partial charges, in e, on atoms 1 to 8: number 1, Na, carries 0.819; number 2, O, carries -0.568; number 3, H, carries 0.275; number 4, H, carries 0.315; number 5, O, carries -0.602; number 6, H, carries 0.329; number 7, H, carries 0.304; number 8, O, carries -0.478